[1]
{
  "formula": "C14H37AuI2OP2Si2",
  "method": "ωB97M-V with the def2-TZVPD basis set",
  "species": ["I", "I", "Au", "P", "C", "C", "H", "H", "H", "H", "H", "H", "C", "H", "H", "H", "P", "C", "C", "H", "H", "H", "C", "H", "H", "H", "H", "H", "H", "C", "O", "C", "Si", "C", "C", "C", "Si", "C", "C", "C", "H", "H", "H", "H", "H", "H", "H", "H", "H", "H", "H", "H", "H", "H", "H", "H", "H", "H", "H"],
  "xyz": [[0.21360, -2.20603, -3.51363], [-0.02103, 2.82432, -3.78627], [0.12652, 0.42089, -1.34637], [-2.22604, 0.29355, -1.67032], [-3.04897, 1.85991, -1.28193], [-2.71092, -0.09902, -3.36889], [-3.77738, -0.36415, -3.39420], [-4.12402, -0.92107, -0.81216], [-2.10535, -0.95208, -3.72876], [-2.64299, -1.92360, -0.80143], [-2.72455, 2.62863, -1.99221], [-2.51175, 0.75993, -4.02080], [-3.04304, -0.92123, -0.60575], [-4.13695, 1.72483, -1.35932], [-2.88981, -0.67876, 0.45318], [-2.79433, 2.18005, -0.26535], [2.49597, 0.39304, -1.62088], [3.28464, 1.97896, -1.22322], [3.42759, -0.77439, -0.58086], [2.53158, -0.88590, -3.66968], [4.11872, -0.09951, -3.33722], [2.73474, 0.85389, -3.98443], [3.02865, 0.03517, -3.31743], [3.04093, -1.79442, -0.69508], [4.48723, -0.76444, -0.87993], [4.37553, 1.86795, -1.27972], [3.01118, 2.28346, -0.20681], [3.36659, -0.49210, 0.47833], [2.95901, 2.75340, -1.92391], [0.15169, 2.60758, -1.58029], [0.27149, 3.53984, -0.86808], [-1.24408, -2.52582, 2.21713], [0.23788, -1.94654, 1.20160], [1.72656, -2.45645, 2.25623], [0.25389, -2.97298, -0.36917], [0.33278, -0.06976, 0.85818], [-0.49585, 0.99068, 2.19441], [0.35822, 0.67393, 3.85456], [-0.22972, 2.82066, 1.90336], [-2.33699, 0.77329, 2.49826], [-1.05561, -3.58460, 2.45727], [-2.19026, -2.47862, 1.66199], [-1.36546, -1.99004, 3.16839], [1.54656, -3.47783, 2.62532], [2.66125, -2.46832, 1.67868], [1.86433, -1.80031, 3.12740], [-0.65671, -2.82917, -0.96569], [1.11139, -2.73372, -1.01322], [0.31925, -4.04686, -0.13048], [1.41014, 0.19042, 0.97601], [1.44590, 0.81702, 3.77963], [-0.02969, 1.41686, 4.57092], [0.16856, -0.32582, 4.26684], [-0.96168, 3.23133, 1.19698], [-0.34912, 3.35611, 2.85917], [0.77759, 3.02567, 1.51957], [-2.96169, 1.13356, 1.66950], [-2.63296, -0.25358, 2.74682], [-2.57301, 1.40221, 3.37375]],
  "total_charge": 2,
  "homo_energy_ev": [-14.52, -15.55],
  "spin_multiplicity": 3,
  "total_energy_ha": -2623.0768
}

=====

[2]
{
  "formula": "C2H4INO",
  "method": "ωB97M-V with the def2-TZVPD basis set",
  "species": ["C", "C", "N", "O", "I", "H", "H", "H", "H"],
  "xyz": [[-0.84870, 0.65738, -0.28673], [-0.56997, -0.28824, 0.71823], [-1.08369, 0.54819, -1.48399], [1.72247, 0.36775, 1.06886], [-1.01020, 2.87021, 0.44827], [-0.45124, -1.39560, 0.42914], [-0.80836, -0.17348, 1.77253], [-0.99372, 1.24860, -2.19006], [1.51306, 1.21524, 1.51037]],
  "total_charge": 0,
  "homo_energy_ev": [-9.64, -9.64],
  "total_energy_ha": -506.1159
}

=====

[3]
{
  "formula": "C32H92N4O20",
  "method": "ωB97M-V with the def2-TZVPD basis set",
  "species": ["C", "C", "O", "O", "H", "H", "H", "H", "H", "H", "C", "C", "O", "O", "H", "H", "H", "H", "H", "H", "C", "C", "O", "O", "H", "H", "H", "H", "H", "H", "C", "C", "O", "O", "H", "H", "H", "H", "H", "H", "C", "C", "O", "O", "H", "H", "H", "H", "H", "H", "C", "C", "O", "O", "H", "H", "H", "H", "H", "H", "C", "C", "O", "O", "H", "H", "H", "H", "H", "H", "C", "C", "O", "O", "H", "H", "H", "H", "H", "H", "C", "C", "C", "O", "C", "N", "H", "H", "H", "H", "H", "H", "H", "H", "H", "H", "H", "C", "C", "C", "O", "C", "N", "H", "H", "H", "H", "H", "H", "H", "H", "H", "H", "H", "C", "C", "C", "O", "C", "N", "H", "H", "H", "H", "H", "H", "H", "H", "H", "H", "H", "C", "C", "C", "O", "C", "N", "H", "H", "H", "H", "H", "H", "H", "H", "H", "H", "H"],
  "xyz": [[-4.43561, -2.52412, -0.33256], [-5.02116, -3.05144, -1.66011], [-4.62663, -4.41429, -1.69666], [-4.98488, -3.20481, 0.75958], [-4.65999, -1.45593, -0.25452], [-3.33338, -2.65651, -0.39660], [-4.53892, -2.55323, -2.49582], [-6.10655, -2.89739, -1.69700], [-5.04628, -4.85509, -2.43556], [-5.07629, -4.11375, 0.46152], [-4.10836, 2.84011, 2.52002], [-3.40104, 3.01410, 1.18606], [-4.18116, 2.40421, 0.17429], [-4.32001, 1.44041, 2.70461], [-5.06984, 3.39920, 2.47276], [-3.57308, 3.15820, 3.39456], [-2.38185, 2.56920, 1.23472], [-3.25942, 4.08403, 1.06318], [-3.69563, 1.71392, -0.30377], [-4.65107, 1.09762, 1.86139], [-0.06994, 4.59160, 0.07231], [1.10639, 4.11803, 0.89096], [0.67530, 3.33359, 2.00134], [-0.80561, 5.45477, 0.93260], [-0.69185, 3.73392, -0.24181], [0.24162, 5.10912, -0.84433], [1.56043, 5.01253, 1.36177], [1.92844, 3.64697, 0.34170], [0.61023, 2.42938, 1.64448], [-0.19215, 6.16192, 1.18189], [0.87103, -1.57925, 3.89725], [2.11354, -1.89596, 4.70532], [2.98578, -0.81382, 4.88703], [1.17152, -1.46379, 2.52240], [0.35282, -0.62994, 4.19340], [0.11724, -2.38683, 4.01613], [2.62324, -2.74306, 4.22593], [1.74462, -2.26985, 5.67389], [3.39614, -0.49976, 4.06159], [1.36227, -2.32163, 2.13142], [-2.00548, -0.27535, -4.70354], [-0.87755, -1.11604, -5.37682], [0.27532, -1.31958, -4.60142], [-2.40828, -0.84638, -3.48579], [-2.82184, -0.17205, -5.46232], [-1.63273, 0.71158, -4.48099], [-0.62369, -0.67308, -6.35741], [-1.39018, -2.05652, -5.65062], [0.09242, -1.70425, -3.72535], [-1.84098, -1.57434, -3.15960], [0.69499, 2.83785, 5.27378], [-0.62373, 2.10651, 4.89045], [-1.81579, 2.69891, 5.32170], [0.70172, 4.16204, 4.73479], [1.60571, 2.41967, 4.89507], [0.67563, 2.88453, 6.36610], [-0.61505, 1.05132, 5.22765], [-0.63869, 2.05948, 3.78971], [-1.77154, 3.61267, 5.05273], [0.90191, 4.12321, 3.80043], [-1.05472, 0.62913, -0.72641], [-0.69007, 0.28415, 0.70421], [0.63692, 0.72555, 1.01266], [-2.49994, 0.59333, -0.83279], [-0.60451, -0.03235, -1.49622], [-0.64869, 1.62070, -0.87180], [-0.81275, -0.80229, 0.88020], [-1.46681, 0.74892, 1.32866], [1.07479, 0.07510, 1.61686], [-2.77455, 0.19303, -1.68550], [-2.95182, -1.36068, 3.32019], [-3.65745, -2.07219, 4.53547], [-4.57173, -1.18903, 5.16691], [-2.38029, -0.11290, 3.63230], [-3.63491, -1.25916, 2.43847], [-2.25485, -2.12684, 2.97134], [-2.90432, -2.50777, 5.20712], [-4.24747, -2.87629, 4.13003], [-4.01686, -0.39770, 5.26771], [-3.15934, 0.47777, 3.49035], [3.38218, -1.99803, -0.98925], [3.37674, -2.17563, -2.48979], [4.82635, -2.37578, -3.00796], [5.48137, -1.13000, -3.10705], [6.88064, -1.27663, -3.04160], [2.42697, -3.21402, -2.92526], [3.54460, -2.99280, -0.58473], [2.38131, -1.77958, -0.57860], [4.15116, -1.26562, -0.74316], [3.06785, -1.26034, -3.01152], [4.69955, -2.72639, -4.01685], [5.43046, -3.09108, -2.42288], [7.24314, -1.56821, -2.04785], [7.31978, -0.32063, -3.21889], [7.30896, -2.00116, -3.72777], [2.73214, -4.16029, -2.75270], [2.16220, -3.18220, -3.87790], [-3.96079, 4.54832, -2.84552], [-2.48416, 4.80473, -3.18886], [-1.69268, 3.53954, -3.42021], [-0.32517, 3.91688, -3.66064], [0.58603, 2.89685, -4.00447], [-2.44043, 5.64965, -4.40389], [-4.51323, 4.08321, -3.67054], [-4.39984, 5.54264, -2.80533], [-4.12923, 4.01227, -1.92414], [-1.99039, 5.35472, -2.36229], [-2.06402, 2.97554, -4.30777], [-1.75846, 2.92172, -2.53208], [0.62626, 2.10246, -3.24021], [1.55622, 3.37980, -4.01783], [0.28566, 2.46679, -4.95719], [-3.04284, 5.23585, -5.11037], [-1.53789, 5.60589, -4.86863], [4.18194, 1.77375, 2.32115], [4.84590, 0.58453, 1.63884], [6.37979, 0.71657, 1.79744], [6.85804, 1.78500, 1.07695], [7.13694, 1.42190, -0.26697], [4.44057, -0.63928, 2.29590], [3.08944, 1.73701, 2.15518], [4.47266, 2.76215, 2.02646], [4.29696, 1.72046, 3.41563], [4.63538, 0.72044, 0.57130], [6.88692, -0.21840, 1.44673], [6.68795, 0.85737, 2.82569], [7.26106, 2.32145, -0.88683], [6.31042, 0.86599, -0.75336], [8.02697, 0.77418, -0.34906], [5.07328, -1.40639, 2.06868], [3.47547, -0.94602, 2.07636], [-0.88305, -4.88327, -3.15267], [-1.36462, -4.20077, -1.92248], [-1.04312, -5.01963, -0.67432], [-1.50432, -4.29530, 0.41394], [-1.20035, -4.99784, 1.58839], [-0.79325, -2.84181, -1.90628], [0.21042, -4.78817, -3.24367], [-1.30903, -4.35632, -4.02081], [-1.07511, -5.97728, -3.12018], [-2.46101, -4.23258, -1.88914], [0.07137, -5.13102, -0.53686], [-1.53070, -5.99333, -0.76042], [-1.53305, -4.46877, 2.46102], [-0.14703, -5.21779, 1.72828], [-1.77926, -5.89240, 1.73383], [-0.96816, -2.51909, -0.96654], [0.22744, -3.05691, -1.98214]],
  "total_charge": 0,
  "homo_energy_ev": -9.09,
  "total_energy_ha": -2998.0469,
  "smiles": "COC[C@H](C)N.COC[C@H](C)N.COC[C@H](C)N.COC[C@H](C)N.OCCO.OCCO.OCCO.OCCO.OCCO.OCCO.OCCO.OCCO"
}

=====

[4]
{
  "formula": "ClNO4S",
  "method": "ωB97M-V with the def2-TZVPD basis set",
  "species": ["N", "O", "O", "O", "O", "S", "Cl"],
  "xyz": [[-0.50727, 1.55377, 0.47799], [0.30354, 1.53702, -0.38143], [-1.55893, 0.97736, 0.69037], [1.03610, -0.67164, 0.67700], [0.18014, -2.74599, -0.31180], [0.82020, -1.49037, -0.48682], [-2.34288, -0.44502, -0.45833]],
  "total_charge": 0,
  "homo_energy_ev": [-11.10, -10.87],
  "total_energy_ha": -1213.9105
}

=====

[5]
{
  "formula": "C3H8N2O",
  "method": "ωB97M-V with the def2-TZVPD basis set",
  "species": ["C", "C", "C", "N", "N", "O", "H", "H", "H", "H", "H", "H", "H", "H"],
  "xyz": [[2.07278, 0.13038, -0.37121], [0.81537, 0.48580, 0.39553], [-0.31978, -0.38692, 0.09166], [-2.66890, -0.60330, -0.27281], [-1.67411, 0.03588, 0.50898], [-2.40478, 0.82543, -0.35314], [1.83145, 0.25815, -1.36161], [2.23474, -0.87148, -0.25671], [2.82144, 0.78537, 0.08696], [1.00517, 0.47543, 1.59461], [0.45145, 1.56497, 0.24539], [-0.29270, -1.46905, 0.44311], [-0.33153, -0.57828, -1.04649], [-3.54059, -0.65236, 0.29574]],
  "total_charge": 0,
  "homo_energy_ev": -9.72,
  "total_energy_ha": -303.6640,
  "smiles": "CCCn1[nH]o1"
}

=====

[6]
{
  "formula": "C27H31N3O4S",
  "method": "ωB97M-V with the def2-TZVPD basis set",
  "species": ["C", "C", "O", "C", "C", "C", "N", "C", "O", "C", "N", "C", "O", "C", "N", "C", "O", "C", "C", "C", "C", "C", "C", "H", "H", "H", "H", "H", "H", "H", "H", "C", "C", "C", "C", "C", "S", "H", "H", "H", "H", "H", "C", "C", "C", "C", "C", "C", "H", "H", "H", "H", "H", "H", "H", "H", "H", "H", "H", "H", "H", "H", "H", "H", "H", "H"],
  "xyz": [[-1.12478, -4.12373, 1.76387], [-2.02510, -2.97717, 1.31927], [-1.51370, -2.29099, 0.18661], [-1.84956, -2.88072, -1.05442], [-0.97358, -2.29698, -2.15858], [0.48359, -2.75580, -2.06292], [1.18153, -2.15429, -0.95153], [2.22615, -1.32547, -1.12960], [2.69103, -1.07153, -2.22302], [2.72835, -0.75160, 0.20819], [1.71203, 0.18091, 0.72142], [0.83935, -0.30892, 1.62600], [0.88914, -1.47436, 1.99645], [-0.26275, 0.59620, 2.14135], [-1.41381, 0.42629, 1.27493], [-2.53772, 1.15454, 1.48560], [-2.59550, 2.05086, 2.30532], [-3.69295, 0.76862, 0.62278], [-4.97622, 0.91970, 1.13785], [-6.07831, 0.56694, 0.38118], [-5.90782, 0.07566, -0.90278], [-4.63301, -0.05417, -1.42954], [-3.52777, 0.28672, -0.67091], [-2.53935, 0.20520, -1.09538], [-4.49980, -0.42018, -2.43771], [-6.76779, -0.19785, -1.49661], [-7.07171, 0.67819, 0.79002], [-5.08914, 1.31537, 2.13602], [-1.46348, -0.43818, 0.74885], [-0.00072, 1.65541, 2.17441], [-0.50657, 0.27291, 3.16270], [1.71074, 1.54390, 0.21425], [0.55929, 1.86290, -0.68793], [0.25421, 1.30940, -1.89459], [-0.89243, 1.88367, -2.48671], [-1.43164, 2.87293, -1.72890], [-0.55870, 3.12243, -0.27519], [-2.29540, 3.47365, -1.93317], [-1.29033, 1.57801, -3.43825], [0.84007, 0.53729, -2.35884], [1.72651, 2.25072, 1.04982], [2.64505, 1.66955, -0.34102], [4.10126, -0.12532, 0.23562], [4.71213, 0.45326, -0.87008], [5.96714, 1.02838, -0.75158], [6.61775, 1.04843, 0.46871], [6.01093, 0.48232, 1.57792], [4.76399, -0.10145, 1.46024], [4.29366, -0.54520, 2.32659], [6.51185, 0.49221, 2.53471], [7.59472, 1.50012, 0.55696], [6.43525, 1.46551, -1.62113], [4.22206, 0.42888, -1.82969], [2.72975, -1.58583, 0.92283], [0.77713, -2.28162, -0.03238], [1.02718, -2.46543, -2.96588], [0.52131, -3.84666, -1.96609], [-1.37977, -2.61402, -3.11984], [-1.01060, -1.20817, -2.10930], [-2.91190, -2.68336, -1.26962], [-1.70726, -3.96818, -1.01206], [-2.07615, -2.23142, 2.11633], [-3.04286, -3.33042, 1.10606], [-1.55167, -4.60226, 2.64046], [-0.14550, -3.72678, 2.01837], [-1.01603, -4.86993, 0.97972]],
  "total_charge": 0,
  "homo_energy_ev": -8.72,
  "total_energy_ha": -1910.9389,
  "smiles": "CCOCCCNC(=O)[C@@H](c1ccccc1)N(Cc1cccs1)C(=O)CNC(=O)c1ccccc1"
}